{
  "formula": "C29H44BrN3P2Pt",
  "method": "ωB97M-V with the def2-TZVPD basis set",
  "species": ["C", "C", "C", "C", "N", "C", "C", "C", "C", "C", "C", "C", "C", "C", "Pt", "P", "H", "H", "H", "H", "H", "H", "H", "H", "C", "C", "H", "H", "H", "H", "H", "C", "C", "H", "H", "H", "H", "H", "C", "C", "H", "H", "H", "H", "H", "Br", "P", "C", "C", "H", "H", "H", "H", "H", "C", "C", "H", "H", "H", "H", "H", "C", "C", "H", "H", "H", "H", "H", "C", "C", "N", "C", "C", "N", "H", "H", "H", "H", "H", "H"],
  "xyz": [[0.10061, 5.71015, -3.15173], [-0.11735, 4.43984, -3.74482], [-0.43627, 4.34519, -5.11365], [-0.67251, 5.53439, -5.80978], [-0.53239, 6.71586, -5.21257], [-0.15008, 6.83933, -3.94158], [-0.11628, 3.21542, -2.96526], [-0.01859, 2.75488, -1.71451], [-0.36681, 2.70012, -0.31575], [0.52980, 2.65970, 0.79742], [0.08186, 2.12196, 1.99283], [-1.04330, 1.23226, 1.98505], [-1.86329, 1.24340, 0.83914], [-1.59775, 2.02621, -0.22498], [-0.36222, 1.29127, -2.96858], [2.32125, -1.25818, 0.96041], [-0.48476, 3.39950, -5.64956], [0.46267, 5.76422, -2.12566], [-0.98259, 5.55416, -6.86202], [-0.02723, 7.83418, -3.49575], [-2.16980, 1.91988, -1.16855], [1.58851, 2.93349, 0.67880], [-2.76633, 0.67338, 0.75078], [0.54433, 2.33947, 2.94917], [2.61338, -2.82513, 1.81490], [3.68799, -3.70942, 1.17944], [1.64832, -3.35419, 1.83553], [2.86464, -2.60152, 2.86393], [3.91780, -4.54347, 1.85434], [3.34327, -4.14422, 0.23196], [4.62908, -3.17171, 0.99968], [2.71498, -1.28089, -0.81304], [3.81402, -0.30823, -1.27375], [1.78365, -1.07102, -1.36552], [3.01503, -2.30820, -1.08539], [3.89019, -0.34050, -2.36837], [3.58597, 0.72857, -0.99512], [4.80433, -0.57768, -0.88172], [3.20866, 0.08536, 1.78521], [4.65139, -0.30973, 2.08208], [2.67504, 0.32917, 2.71645], [3.15375, 0.99039, 1.16044], [5.17608, 0.54095, 2.52775], [4.70085, -1.13516, 2.80125], [5.20771, -0.59555, 1.18147], [0.12722, -0.74009, 1.77729], [-1.19110, -1.38333, -1.05949], [-0.25461, -3.07040, -0.98709], [-0.80224, -4.46760, -1.24716], [0.11060, -3.07257, 0.05353], [0.61949, -2.90253, -1.62477], [0.02263, -5.12644, -1.54811], [-1.22524, -4.93412, -0.35341], [-1.54612, -4.53592, -2.03828], [-2.46620, -2.06589, 0.22620], [-3.47023, -3.17526, -0.01792], [-3.03703, -1.17953, 0.50178], [-1.85220, -2.32595, 1.09564], [-3.93641, -3.41424, 0.94557], [-4.29299, -2.87937, -0.67209], [-3.05846, -4.11504, -0.38143], [-2.34527, -1.21028, -2.44753], [-2.56746, -2.49959, -3.21374], [-1.89033, -0.39929, -3.07555], [-3.28592, -0.81390, -2.02465], [-3.06300, -2.25163, -4.15545], [-1.62049, -2.98956, -3.44655], [-3.20728, -3.20403, -2.67329], [-0.05527, 0.75811, 4.90723], [-1.40977, 0.93980, 4.39627], [-1.85580, 1.07724, 3.16239], [-3.26028, 1.02509, 3.13333], [-3.63615, 0.88261, 4.42200], [-2.47706, 0.86762, 5.18842], [0.07794, 1.47166, 5.72455], [0.03972, -0.25449, 5.29772], [0.71595, 0.90676, 4.16891], [-3.86323, 1.10098, 2.23878], [-4.62609, 0.77520, 4.79463], [-2.42491, 0.81812, 6.19189]],
  "forces_ev_per_angstrom": [[-0.188, -0.073, -0.078], [0.011, -1.389, 0.022], [-0.217, 0.493, -0.703], [0.199, -0.279, 0.355], [-0.174, 0.618, -0.139], [0.355, -0.912, 0.722], [0.766, 2.174, 0.631], [0.011, 0.783, -0.442], [2.273, -0.638, -0.226], [-0.069, -0.091, -0.322], [0.982, 0.960, -0.358], [-1.660, -0.074, 1.626], [-1.145, 0.674, -2.433], [-1.412, -1.204, -0.021], [0.130, -0.594, -0.708], [1.390, -0.202, 0.328], [-0.147, 0.079, 0.308], [-0.255, 0.206, -0.210], [0.213, -0.096, 0.461], [-0.090, -0.311, -0.502], [-0.141, 0.415, 1.070], [-0.750, 0.597, 0.227], [0.003, -0.292, 0.348], [0.397, -0.072, -0.418], [-0.060, -0.449, 0.188], [0.343, -0.248, -0.214], [0.242, 0.043, 0.063], [-0.137, 0.143, -0.291], [-0.101, 0.202, -0.152], [0.127, 0.109, 0.229], [-0.256, -0.122, 0.055], [0.080, -0.241, -0.704], [0.182, 0.234, -0.036], [0.232, 0.001, 0.161], [-0.244, 0.267, 0.245], [-0.080, -0.063, 0.270], [0.131, -0.234, -0.074], [-0.392, 0.098, -0.106], [-0.167, 0.316, 0.019], [0.562, -0.036, 0.121], [0.102, -0.200, -0.195], [0.032, -0.319, 0.074], [-0.075, -0.131, -0.057], [0.016, 0.164, -0.165], [-0.141, 0.066, 0.272], [-0.345, 0.373, -0.134], [-2.485, -4.696, 1.851], [2.064, 1.006, -0.356], [-0.822, -0.675, -0.212], [-0.036, 0.374, -0.329], [-0.032, -0.222, 0.108], [0.060, 0.395, -0.001], [0.052, 0.287, -0.095], [0.139, -0.041, 0.100], [0.748, 1.598, 0.834], [-0.510, -0.552, -0.674], [-0.126, -0.060, 0.263], [-0.142, 0.060, -0.245], [0.153, 0.221, -0.046], [0.120, 0.025, -0.035], [-0.040, 0.266, -0.004], [0.255, 1.444, -0.427], [0.186, -0.394, -0.463], [-0.657, -0.332, -0.377], [0.444, 0.117, -0.186], [0.016, -0.004, 0.031], [-0.159, 0.027, -0.182], [0.178, 0.285, -0.025], [0.460, 0.207, 0.456], [-0.664, -0.020, 1.234], [0.258, 0.150, -1.559], [-0.021, -0.104, 0.857], [0.466, 0.140, -0.403], [-0.546, -0.117, -0.709], [0.286, -0.136, 0.046], [0.043, -0.037, 0.138], [0.113, -0.002, -0.013], [0.183, 0.115, 0.442], [-0.401, 0.073, 0.533], [-0.118, -0.144, 0.344]],
  "lowdin_charge": [0.0424, -0.2072, 0.0221, -0.0580, 0.1328, -0.0588, -0.1492, -0.1434, -0.1650, 0.0335, -0.0268, -0.4483, -0.1280, -0.0445, 0.9389, 0.8023, 0.1217, 0.1277, 0.1425, 0.1408, 0.1298, 0.1447, 0.0881, 0.1273, -0.3793, -0.1033, 0.0748, 0.1085, 0.1064, 0.0811, 0.0873, -0.3505, -0.1005, 0.0376, 0.0992, 0.1003, 0.0736, 0.0862, -0.3868, -0.0979, 0.0726, 0.0795, 0.1054, 0.0885, 0.0747, 0.8736, 1.1165, -0.3495, -0.0964, 0.0355, 0.0586, 0.1127, 0.0906, 0.0667, -0.3844, -0.0945, 0.0498, 0.0251, 0.1111, 0.0918, 0.0606, -0.3978, -0.0867, 0.0214, 0.1148, 0.1160, 0.0862, 0.0859, 0.0378, -0.2638, 0.0340, 0.0322, 0.0446, 0.1974, 0.1330, 0.1236, 0.0410, 0.1410, 0.1483, 0.2003],
  "charge": 4,
  "spin_multiplicity": 5,
  "total_energy_ha": -4669.9123,
  "max_force_ev_per_a": 5.63,
  "de_lowest_kj_mol": 220.1,
  "homo_ev": [-17.290, -18.571]
}



{
  "formula": "C19H48Cl3F2N5Na2O7PSr",
  "method": "ωB97M-V with the def2-TZVPD basis set",
  "species": ["Na", "Na", "Sr", "O", "P", "O", "F", "F", "C", "Cl", "Cl", "Cl", "H", "C", "C", "C", "O", "C", "N", "H", "H", "H", "H", "H", "H", "H", "H", "H", "H", "H", "C", "C", "C", "O", "C", "N", "H", "H", "H", "H", "H", "H", "H", "H", "H", "H", "H", "C", "C", "C", "O", "C", "N", "H", "H", "H", "H", "H", "H", "H", "H", "H", "H", "H", "C", "O", "N", "C", "C", "H", "H", "H", "H", "H", "H", "H", "C", "O", "N", "C", "C", "H", "H", "H", "H", "H", "H", "H"],
  "xyz": [[-3.81165, -2.78431, 0.35168], [-0.14046, -5.15441, 0.29294], [-1.26936, -2.16655, -3.22384], [-0.25308, -1.46230, -1.20196], [-0.21564, -1.60857, 0.28624], [0.29633, -2.88141, 0.97035], [-1.72511, -1.28977, 0.82602], [0.51569, -0.27514, 0.90612], [-0.88617, -3.38351, 4.28165], [-0.01501, -1.90782, 4.76706], [-2.47888, -3.26941, 4.94503], [-0.16025, -4.87774, 4.96346], [-0.91763, -3.55322, 3.20539], [-2.42311, 0.65614, 3.14222], [-3.72695, -0.00886, 3.45359], [-4.92973, 1.05243, 3.54282], [-4.87661, 1.92394, 2.33113], [-5.89380, 2.92643, 2.42234], [-3.88921, -0.91647, 2.33182], [-2.33955, 1.53344, 3.78366], [-2.40256, 0.89901, 2.07982], [-1.59771, 0.07869, 3.55857], [-3.48089, -0.53885, 4.37374], [-4.77350, 1.65135, 4.44003], [-5.91900, 0.59572, 3.57203], [-6.86356, 2.43679, 2.51129], [-5.80273, 3.37981, 1.43530], [-5.77977, 3.61045, 3.26329], [-4.39189, -0.29318, 1.71625], [-3.01118, -0.82279, 1.84153], [0.03364, 1.44070, -4.29271], [-1.06727, 1.31063, -3.25450], [-1.81646, 2.62683, -3.03710], [-2.71355, 2.48860, -1.92114], [-2.21915, 2.61217, -0.61546], [-2.04030, 0.31918, -3.68847], [-0.43851, 1.93404, -5.14230], [0.37216, 0.47527, -4.66884], [0.88831, 2.08926, -4.10036], [-0.61646, 1.00766, -2.30946], [-2.41392, 2.72678, -3.94327], [-1.29817, 3.55861, -2.81069], [-2.89356, 2.17656, 0.12177], [-2.10778, 3.66747, -0.36638], [-1.26247, 2.13718, -0.39805], [-2.45471, 0.73912, -4.50823], [-2.77763, 0.49687, -3.02148], [3.08135, -4.28627, -0.80554], [3.44304, -3.70815, 0.60281], [3.43094, -2.13599, 0.72060], [3.57594, -1.82736, 2.11518], [3.47520, -0.42374, 2.32933], [2.62601, -4.41297, 1.58861], [2.10842, -3.94553, -1.15966], [3.07812, -5.37534, -0.76069], [3.78003, -3.91601, -1.55579], [4.46877, -4.00694, 0.81891], [2.49017, -1.88952, 0.22836], [4.31266, -1.83749, 0.15352], [3.71775, -0.22586, 3.37341], [2.47826, -0.02802, 2.13536], [4.21275, 0.05668, 1.68643], [1.81384, -3.81263, 1.58095], [2.99930, -4.19576, 2.50161], [2.04697, -2.05267, -4.26682], [1.05008, -1.60248, -3.70981], [3.12784, -1.29232, -4.61680], [4.32831, -1.99694, -5.22009], [3.21704, 0.16722, -4.49213], [2.27659, -3.10935, -4.47394], [5.13871, -1.57518, -4.62556], [4.36528, -1.68908, -6.26506], [4.20714, -3.07776, -5.14776], [4.15876, 0.59742, -4.15126], [3.18956, 0.49384, -5.53168], [2.30169, 0.56148, -4.05077], [-0.29330, 4.05310, 2.02016], [-0.95586, 5.08656, 1.77643], [0.94515, 3.77849, 1.47715], [1.59624, 4.64959, 0.58950], [1.66108, 2.60621, 1.93500], [-0.63674, 3.27567, 2.72005], [0.99149, 5.21787, -0.11721], [2.27349, 4.04859, -0.01731], [2.10390, 5.43843, 1.14460], [1.22399, 1.98090, 2.71350], [2.05462, 1.98545, 1.13009], [2.52422, 3.06902, 2.41345]],
  "forces_ev_per_angstrom": [[-0.682, 0.440, 1.233], [1.140, -0.176, 0.728], [1.273, 1.198, -1.071], [-0.803, -0.525, 0.722], [2.081, 0.511, 2.694], [-2.312, 2.421, -1.974], [1.707, -0.777, -1.241], [-1.632, -2.552, -1.214], [0.477, -0.779, 0.904], [0.278, -0.460, -0.585], [-1.102, 0.109, -0.160], [0.275, 0.562, -0.403], [0.160, 0.604, 0.190], [0.604, 1.644, 1.515], [-0.460, 1.234, 0.709], [1.522, -0.250, -1.200], [0.487, -1.529, 2.174], [-0.002, -0.649, -0.900], [-0.768, -0.894, -1.821], [-0.051, 0.660, -0.338], [0.563, 0.370, 0.148], [0.173, -0.529, -0.859], [-1.167, -0.127, 0.228], [-0.065, 0.095, 0.000], [0.073, -0.242, 0.103], [-0.186, 0.114, -0.038], [-0.422, 0.618, 0.351], [0.313, 0.086, -0.120], [-1.122, 0.070, -0.540], [-0.133, -0.484, 0.689], [-0.694, 0.405, -1.180], [2.281, 1.274, 0.661], [-0.366, 0.001, 1.326], [-0.877, -1.252, -0.595], [0.365, 0.590, 0.356], [-0.359, -0.568, 0.489], [-0.008, 0.016, -0.418], [-0.002, 0.073, 0.247], [-0.177, -0.137, 0.661], [-0.143, -0.281, 0.186], [-0.332, 0.623, 0.169], [0.850, -0.245, -0.679], [-0.516, 0.048, -0.360], [-0.009, 0.233, 0.055], [0.475, -0.291, -0.500], [-0.134, -0.389, -0.876], [-0.799, -0.190, 0.494], [0.581, 0.958, 0.756], [0.942, -0.648, -0.393], [0.546, -2.735, 0.534], [-1.019, 0.343, -1.388], [0.649, -0.352, 0.262], [-0.814, 0.889, -0.328], [-0.592, 0.208, 0.105], [0.243, 0.098, -0.041], [0.149, -0.266, -0.085], [0.136, -0.073, -0.222], [-0.133, 1.065, 0.268], [-0.158, 0.684, -0.119], [0.085, -0.095, -0.072], [-0.125, -0.195, -0.152], [0.008, 0.402, 0.030], [-0.483, -0.203, 0.517], [0.311, -0.378, 0.385], [4.627, 1.431, -1.131], [-2.539, -0.236, 0.518], [-0.950, -2.269, 0.739], [-1.293, 1.422, 0.514], [-0.847, -0.136, -1.625], [-0.623, 0.064, 0.055], [0.440, -0.601, -0.428], [0.382, -0.100, 0.059], [0.221, 0.190, 0.140], [-0.085, -0.648, 0.722], [-0.094, 0.382, -0.191], [0.638, -0.169, 0.418], [4.203, -1.530, -1.367], [-0.284, 0.230, 0.057], [-5.876, -0.469, 1.865], [1.312, 1.588, -1.361], [1.820, 0.239, 0.856], [-0.521, 0.485, 0.073], [-0.764, -0.390, 0.193], [0.275, 0.258, 0.226], [0.543, -0.196, 0.031], [-0.699, 0.335, -0.277], [-0.434, 0.211, -0.249], [0.451, -0.465, 0.146]],
  "lowdin_charge": [0.7735, 0.7383, 1.6943, -0.4657, 0.4106, -0.3214, -0.1786, -0.1198, -1.5484, 0.5588, 0.5924, 0.5589, -0.0280, -0.0975, -0.3808, -0.0928, -0.2473, -0.0813, 0.0271, 0.0922, 0.0607, 0.0433, 0.1153, 0.1288, 0.1280, 0.0940, 0.0936, 0.0990, 0.0690, -0.0144, -0.0428, -0.4411, -0.1277, -0.1783, -0.1037, -0.0404, 0.1033, 0.0549, 0.0994, 0.1174, 0.1434, 0.1471, 0.0809, 0.0888, 0.0694, 0.1066, 0.0785, -0.0429, -0.3849, -0.1759, -0.1591, -0.0901, 0.0581, 0.0333, 0.0856, 0.0792, 0.1474, 0.0776, 0.1351, 0.1077, 0.0359, 0.0982, -0.0008, 0.0906, -0.2847, -0.2211, -0.1453, 0.0266, -0.0069, 0.1476, 0.1027, 0.1066, 0.0933, 0.1108, 0.1123, 0.0466, -0.0878, 0.3410, -0.1430, -0.0107, -0.0228, 0.1839, 0.1192, 0.1169, 0.1344, 0.1074, 0.0945, 0.1260],
  "charge": 4,
  "spin_multiplicity": 2,
  "total_energy_ha": -3828.8790,
  "max_force_ev_per_a": 6.18,
  "homo_ev": [-18.090, -18.090]
}



{
  "formula": "C10H13O3",
  "method": "ωB97M-V with the def2-TZVPD basis set",
  "species": ["C", "C", "C", "O", "O", "H", "H", "H", "H", "H", "C", "C", "C", "C", "C", "C", "C", "O", "H", "H", "H", "H", "H", "H", "H", "H"],
  "xyz": [[-0.26049, -3.26741, -1.87722], [-0.01978, -4.09350, -0.59622], [-1.05885, -2.00872, -1.47688], [-1.95681, -1.49740, -2.15047], [-0.73779, -1.41039, -0.44882], [0.53738, -2.81748, -2.48063], [-0.79819, -3.75321, -2.53032], [0.75530, -4.88386, -0.66665], [-1.00405, -4.55097, -0.41718], [0.33808, -3.66894, 0.33726], [1.72630, 2.27271, 3.38335], [-0.21625, 1.54846, -0.35259], [-0.59382, 0.78164, 0.83651], [0.71934, 2.55935, -0.23207], [0.27224, 0.88393, 1.87228], [1.48794, 2.71566, 0.88309], [1.25044, 1.90978, 1.99853], [-0.53343, 1.09316, -1.63436], [-1.11639, 0.30030, -1.74498], [-1.42387, 0.07174, 0.72504], [0.94504, 3.19875, -1.10799], [0.07135, 0.16728, 2.74248], [2.18211, 3.63816, 1.00310], [2.03029, 1.39252, 3.93971], [0.91440, 2.70760, 3.98742], [2.55038, 2.90374, 3.44931]],
  "forces_ev_per_angstrom": [[2.100, 3.629, 3.719], [0.651, -1.239, -0.486], [0.026, 0.820, 0.682], [-1.470, -0.411, -2.952], [1.774, -0.877, 2.075], [0.658, -0.416, 0.642], [-2.976, -3.017, -3.338], [-0.587, -0.155, -0.734], [0.420, -0.173, 0.329], [-0.481, 1.234, -0.305], [-1.242, -1.485, 0.298], [-0.632, -2.698, -0.175], [0.215, 0.963, -2.834], [0.033, 0.452, -2.494], [-0.436, -0.311, 2.578], [0.739, 1.668, 2.619], [-0.237, 0.023, -0.277], [-0.169, 1.627, 0.785], [0.154, 0.145, 1.021], [0.816, 0.347, 0.335], [-0.226, -0.660, 0.366], [0.457, 1.255, -0.981], [-1.128, -1.724, -0.336], [-0.018, -0.462, 0.109], [0.121, 0.045, -0.299], [1.439, 1.421, -0.348]],
  "nbo_charge": [-0.5065, -0.6036, 0.7643, -0.8023, -0.8050, 0.2076, 0.1931, 0.1774, 0.1952, 0.2284, -0.6122, 0.3488, -0.2244, -0.3212, -0.2134, -0.2091, -0.0886, -0.7278, 0.5418, 0.2740, 0.2043, 0.1918, 0.1876, 0.2008, 0.1989, 0.2001],
  "charge": -1,
  "spin_multiplicity": 1,
  "total_energy_ha": -614.5770,
  "max_force_ev_per_a": 5.60,
  "de_lowest_kj_mol": 221.2,
  "homo_ev": -4.263
}